DFT (ωB97M-V with the def2-TZVPD basis set) results for a 3-piece molecular cluster, C6H18NO3 overall in a non-equilibrium geometry.

Each line ends with the Löwdin charge.
Positions of all 28 atoms, in Å:
C -0.569 2.158 0.608  -0.11
N -0.407 0.727 0.902  -0.07
C -0.540 -0.162 -0.266  -0.31
C -0.898 -1.587 0.219  -0.37
C -1.937 -1.618 1.328  -0.09
C 0.341 -2.436 0.629  -0.09
C 0.713 -0.185 -1.210  -0.36
O 1.399 1.019 -1.369  -0.34
H -1.519 2.510 1.015  0.06
H -0.456 2.385 -0.440  0.05
H 0.215 2.696 1.140  0.07
H 0.540 0.579 1.191  0.06
H -1.324 0.240 -0.920  0.14
H -1.211 -2.075 -0.713  0.12
H -1.875 -2.564 1.877  0.06
H -2.957 -1.791 0.938  0.07
H -1.984 -0.752 1.972  0.06
H 0.851 -2.845 -0.241  0.07
H 0.163 -3.221 1.361  0.06
H 1.055 -1.767 1.117  0.07
H 0.430 -0.640 -2.177  0.10
H 1.437 -0.902 -0.777  0.08
H 2.252 0.851 0.060  -0.03
H 2.418 1.546 1.498  0.00
O 2.850 1.015 0.829  -0.11
H 0.569 1.843 -3.413  0.00
H 0.274 2.351 -2.109  -0.02
O 0.168 2.624 -3.050  -0.12

Properties
total energy	-14146.5056	eV
charge	-1
ΔE to the lowest compared entry with this formula, charge and spin	0.870	eV
HOMO level	-3.736	eV
HOMO-LUMO gap	7.41	eV